(1)
Below is a structure of composition C27H38MoNO, with properties calculated with ωB97M-V/def2-TZVPD.

The geometry in XYZ format:
```
68
Properties=species:S:1:pos:R:3:forces:R:3
Mo -0.6736 -0.3160 0.2720 0.0 -1.1 0.2
C -2.0049 1.5156 -0.8436 -0.8 -0.9 -0.8
C -1.3929 1.0895 -2.0572 -0.7 0.8 0.3
C -1.6854 -0.2805 -2.2587 -0.1 -0.5 0.6
H -0.9091 1.7436 -2.7745 0.2 -0.2 0.2
C -2.4943 -0.7390 -1.1733 -0.6 1.2 -0.5
C -2.7295 0.3881 -0.2895 -0.4 0.3 -0.6
H -3.4435 0.4086 0.5412 0.3 0.1 -0.4
H -2.0741 2.5337 -0.4667 0.3 -0.3 0.0
H -1.4606 -0.8744 -3.1411 0.1 0.2 0.3
H -3.0191 -1.6961 -1.1310 0.4 0.3 0.1
C 0.5008 -1.2767 1.9503 -0.6 -0.7 0.0
C -0.8417 -1.0289 2.3920 0.1 -0.7 0.2
C -1.7259 -1.7864 1.5567 0.5 -0.9 0.4
H -1.1290 -0.4538 3.2691 0.1 0.0 -0.4
C -0.9313 -2.4978 0.5924 -0.4 -0.3 1.0
C 0.4460 -2.1700 0.8231 0.2 -0.1 0.0
H 1.2942 -2.6035 0.3035 -0.1 0.0 0.2
H 1.4062 -0.9545 2.4533 -0.2 0.3 -0.3
H -2.8006 -1.8661 1.6867 0.2 0.1 -0.1
H -1.2861 -3.2148 -0.1375 -0.1 0.2 0.0
O 0.8522 -0.0983 -4.1222 0.5 -2.2 -0.5
C -0.4661 -4.9140 -3.1013 0.4 0.1 -1.1
C 0.2048 -4.3478 -4.1216 -0.4 -0.4 0.7
C -1.9707 -4.8576 -3.0276 0.1 0.2 -0.1
C 0.2637 -5.7735 -2.1056 0.3 0.1 0.4
C 1.0656 -1.3000 -4.2162 0.0 1.8 0.3
H -0.3133 -3.8345 -4.9253 0.0 0.0 0.2
H 1.2915 -4.4010 -4.1713 -0.2 0.0 -0.1
H 1.6281 -1.8781 -3.4354 -0.4 0.4 -0.3
H 0.7205 -1.8846 -5.0954 0.1 0.2 0.2
H -2.3969 -5.8304 -3.2979 0.0 0.1 0.0
H -2.3562 -4.0949 -3.7197 0.0 -0.3 0.3
H -2.3210 -4.6324 -2.0122 0.1 0.1 -0.2
H 0.2831 -6.8206 -2.4364 -0.1 0.2 0.0
H -0.2178 -5.7641 -1.1184 0.1 0.1 -0.2
H 1.3115 -5.4398 -1.9931 -0.5 -0.2 0.0
C 2.0185 4.9477 3.7191 0.2 0.2 0.1
C 0.9646 4.0130 3.1970 -0.6 -0.5 -0.3
C -0.3415 4.0575 3.6868 0.0 0.3 0.3
C -1.3195 3.1846 3.1976 0.7 -0.2 -0.4
C -2.7177 3.2568 3.7385 -0.3 0.0 0.0
C -0.9831 2.2622 2.2123 -0.5 0.1 0.2
C 0.3314 2.1834 1.6694 0.6 -1.1 -1.4
C 1.2779 3.0897 2.2009 0.5 0.6 0.5
N 0.6313 1.2453 0.6719 0.2 2.2 0.6
C 1.9363 1.3015 -0.0227 -0.5 0.1 0.6
C 2.1120 2.6734 -0.6837 0.4 0.2 -0.4
C 3.0785 0.9514 0.9339 0.5 -0.1 0.2
C 2.0142 0.2587 -1.1434 0.2 0.1 -0.2
H 1.7588 5.9963 3.5203 0.0 -0.2 0.0
H 2.1466 4.8443 4.8047 0.0 0.0 -0.2
H 2.9874 4.7482 3.2462 -0.2 0.0 0.1
H -0.6083 4.7829 4.4577 0.1 -0.1 -0.1
H -2.7334 3.0496 4.8161 0.0 0.0 -0.1
H -3.1405 4.2586 3.5915 0.0 -0.2 0.0
H -3.3698 2.5306 3.2390 0.1 0.1 0.1
H -1.7761 1.5937 1.8394 0.6 0.3 0.1
H 2.3092 3.1026 1.8467 -0.6 0.0 0.2
H 2.1324 3.5074 0.0199 -0.1 -0.2 -0.2
H 3.0618 2.6845 -1.2375 -0.1 0.1 0.0
H 1.2888 2.8514 -1.3866 0.1 -0.1 0.1
H 3.0524 -0.1218 1.1683 0.1 0.2 -0.2
H 4.0296 1.1924 0.4416 0.0 -0.2 0.2
H 3.0425 1.4787 1.8883 0.0 -0.2 -0.2
H 1.9226 -0.7752 -0.7853 0.0 0.4 0.0
H 1.2664 0.4389 -1.9156 0.0 -0.1 0.1
H 3.0024 0.3628 -1.6000 0.1 0.0 -0.1
```
Forces are in eV/Å.

- HOMO energy (spin up / spin down): -0.83 / -2.32 eV
- ⟨S²⟩: 2.016
- Charge: -1
- Gap between HOMO and LUMO (spin up / spin down): 3.41 / 4.89 eV
- Max |F|: 2.4 eV Å⁻¹
- 2S+1: 3

Atomic partial charges in e from the Löwdin method, atoms 1 to 6: atom 1 (Mo): 1.3223, atom 2 (C): -0.2057, atom 3 (C): -0.2017, atom 4 (C): -0.1815, atom 5 (H): 0.0813, atom 6 (C): -0.2633

***

(2)
Below is a cluster of 17 separate species, C24H88N6O17 in total, with properties calculated with ωB97M-V/def2-TZVPD.

The geometry in XYZ format:
```
135
Properties=species:S:1:pos:R:3:forces:R:3
O 5.0322 0.1308 7.1837 0.1 -0.1 -0.3
H 4.1485 0.3961 7.4386 -0.3 0.0 0.0
H 5.5768 0.3539 7.9386 0.2 0.0 0.2
O -0.8658 3.3371 0.6397 -0.1 0.2 -0.2
H -1.7271 3.1295 1.0020 -0.2 0.0 0.1
H -0.2668 2.7391 1.0867 0.4 -0.3 0.1
O -2.0972 4.0471 4.7407 0.1 0.1 -0.1
H -1.6376 4.0873 5.5794 0.2 0.1 0.2
H -2.7625 3.3700 4.8639 -0.3 -0.2 -0.1
O -4.8029 1.0818 4.5558 0.1 0.2 -0.1
H -5.7496 0.9602 4.6281 -0.3 0.0 0.0
H -4.4360 0.5211 5.2393 0.2 -0.2 0.2
O 6.9142 -3.7200 -0.7183 0.1 0.2 0.1
H 7.6557 -4.3250 -0.7373 0.2 -0.1 0.0
H 6.1845 -4.2235 -1.0793 -0.3 -0.1 -0.2
O 6.2039 1.3863 3.6813 -0.1 0.3 -0.1
H 6.8762 0.7702 3.3902 0.2 -0.1 -0.1
H 5.7449 0.9263 4.3842 -0.2 -0.1 0.3
O 4.8151 4.9611 3.0547 -0.1 0.1 -0.1
H 5.1084 5.5288 3.7674 0.0 0.2 0.1
H 5.2719 4.1332 3.2039 0.1 -0.4 0.0
O 3.4592 -5.2099 -2.6339 0.2 0.1 0.3
H 3.4223 -6.1657 -2.6697 0.0 -0.2 0.0
H 3.0610 -4.9234 -3.4558 -0.1 0.1 -0.3
O 2.2816 3.8717 -1.8614 -0.1 0.2 -0.1
H 2.1220 2.9281 -1.8399 -0.2 -0.2 0.1
H 3.2321 3.9526 -1.9395 0.3 0.1 -0.1
O -2.4787 -3.6515 -5.7022 0.3 -0.1 0.0
H -2.9658 -3.3372 -4.9405 -0.1 0.1 0.3
H -3.1286 -3.6888 -6.4040 -0.1 0.0 -0.2
O 1.5448 -4.9334 -6.0594 0.3 -0.1 0.2
H 0.6761 -4.6604 -5.7645 -0.3 0.1 0.1
H 1.4744 -4.9686 -7.0133 0.0 0.0 -0.2
C -3.4253 -5.9842 4.6493 -0.4 1.2 0.1
C -2.3806 -6.7327 3.8206 0.6 0.5 1.1
C -1.1291 -7.1117 4.6191 -1.2 0.9 0.4
O -1.5792 -7.6626 5.8705 0.7 -0.2 -0.6
C -0.5217 -8.2028 6.6395 0.0 -0.1 0.0
N -2.9288 -7.9454 3.3251 -1.0 -1.0 -0.6
H -3.8637 -6.5341 5.4821 0.2 -0.4 -0.2
H -4.2264 -5.6529 3.9886 -0.3 -0.4 -0.2
H -3.1603 -5.0214 5.0862 0.8 0.0 0.1
H -2.0677 -6.0891 2.9984 0.1 0.0 -0.1
H -0.6233 -6.1547 4.7472 0.7 -0.1 0.5
H -0.5278 -7.8134 4.0410 0.1 -0.1 0.1
H -0.9296 -8.8216 7.4387 -0.2 0.3 0.1
H 0.1089 -7.4173 7.0559 0.0 0.2 0.1
H 0.1284 -8.8686 6.0718 0.0 0.0 -0.4
H -3.2301 -8.4386 4.1533 0.2 -0.6 0.3
H -3.8212 -7.7196 2.9094 -0.2 -0.1 -0.6
C 7.0901 2.0860 -2.9438 -0.5 -0.8 -0.5
C 7.1115 3.1309 -4.0264 -0.9 0.5 0.4
C 6.5005 2.5580 -5.3277 1.9 1.2 -0.5
O 6.5577 3.5921 -6.3245 1.3 0.7 1.3
C 6.0270 3.2511 -7.5500 -1.4 -0.8 0.1
N 6.3154 4.2700 -3.5749 -0.2 0.1 0.0
H 7.3204 2.4534 -1.9438 0.2 0.1 -0.2
H 7.7826 1.3063 -3.2609 0.1 -0.2 0.4
H 6.0865 1.6610 -2.9270 -0.1 -0.2 0.3
H 8.1531 3.4460 -4.0875 0.2 -0.2 -1.0
H 5.4927 2.1565 -5.2222 -0.1 0.1 0.3
H 7.2028 1.7962 -5.6660 -0.2 -0.6 0.0
H 6.2197 3.9610 -8.3544 0.2 0.3 0.4
H 4.9607 3.1948 -7.3309 -0.6 -0.1 -0.9
H 6.3385 2.2617 -7.8848 0.3 -0.2 -0.1
H 6.3860 5.0248 -4.2422 -0.1 0.1 -0.2
H 6.7331 4.6175 -2.7235 -0.1 0.1 0.2
C -0.2614 -1.0340 1.6866 0.6 0.1 -1.2
C 1.2382 -0.6967 1.5570 0.3 -1.1 0.4
C 1.8424 -1.0155 0.1421 -1.1 1.6 1.1
O 1.2098 -0.0804 -0.7125 -0.8 -0.2 -1.6
C 1.3335 -0.4438 -2.1195 0.5 -0.6 1.8
N 1.5185 0.6580 2.0389 0.1 0.1 -0.4
H -0.6072 -0.9094 2.7128 -0.1 0.2 -0.1
H -0.4276 -2.0647 1.3735 0.1 -0.2 0.3
H -0.8226 -0.4570 0.9516 -0.2 0.4 0.4
H 1.7075 -1.3843 2.2607 0.4 -0.5 -0.1
H 1.6527 -2.0666 -0.0751 -0.3 -0.1 -0.3
H 2.9157 -0.8468 0.0551 0.3 -0.1 0.5
H 0.9421 -1.4568 -2.2128 -0.1 -0.2 -0.3
H 2.4105 -0.4891 -2.2813 0.1 0.1 -0.7
H 0.8009 0.2065 -2.8134 0.1 0.3 0.5
H 1.3082 0.6927 3.0262 -0.4 0.0 0.2
H 2.5233 0.7597 2.0445 0.3 0.3 -0.3
C -4.5963 0.3276 -4.6173 -0.5 -0.7 -0.4
C -5.0640 0.4275 -3.1802 -0.7 -1.4 -1.2
C -4.4994 -0.7545 -2.3094 0.2 2.9 0.6
O -5.1661 -1.9271 -2.5451 -0.8 -1.5 -0.5
C -5.3774 -2.7931 -1.4098 -0.2 0.7 -1.2
N -4.8433 1.7758 -2.7318 0.4 0.5 1.7
H -3.5124 0.3030 -4.7299 0.0 0.3 0.1
H -5.0487 1.1091 -5.2279 0.3 0.2 0.0
H -4.9787 -0.6005 -5.0421 0.1 -0.2 0.0
H -6.1411 0.2619 -3.1576 -0.3 -0.5 -0.2
H -4.6893 -0.4121 -1.2922 0.2 -0.1 0.5
H -3.4185 -0.8038 -2.4409 0.3 -0.3 -0.1
H -5.6878 -2.1591 -0.5794 0.4 -0.3 0.4
H -4.5047 -3.4308 -1.2688 0.1 0.2 0.5
H -6.2241 -3.4350 -1.6530 0.0 0.0 -0.1
H -5.1726 1.7947 -1.7772 0.5 0.1 0.8
H -5.5544 2.3921 -3.0985 0.1 0.0 -1.0
C 0.0293 -1.8343 7.8131 -0.2 0.3 -0.6
C -0.5504 -0.4225 8.0077 0.4 -1.4 0.0
C -1.8579 -0.4889 8.8462 1.4 -0.2 -0.9
O -2.8931 -0.8445 7.9769 0.0 0.1 -0.5
C -4.0327 -1.2870 8.6649 0.5 0.3 0.5
N 0.5189 0.3684 8.6000 -0.6 0.1 -0.2
H -0.6989 -2.4786 7.3205 0.0 -0.1 0.1
H 0.3874 -2.3200 8.7208 -0.1 0.2 0.2
H 0.8790 -1.7039 7.1430 0.1 -0.3 0.0
H -0.6925 -0.0813 6.9823 -0.6 0.4 0.2
H -2.0292 0.4182 9.4259 -0.3 0.4 -0.2
H -1.6594 -1.2776 9.5719 -0.3 -0.3 0.4
H -4.8022 -1.5640 7.9443 0.1 0.1 0.2
H -4.3276 -0.4803 9.3360 -0.7 0.1 0.0
H -3.7376 -2.1141 9.3105 -0.3 -0.4 0.0
H 0.5998 0.0329 9.5493 0.3 0.4 0.4
H 0.1605 1.3126 8.5975 0.4 0.4 0.5
C -4.5028 7.4245 -7.5009 0.6 -0.6 -0.3
C -3.2453 6.7994 -6.8667 0.0 -0.4 -1.0
C -2.5008 5.9113 -7.9216 0.2 -0.2 2.8
O -1.5892 5.0127 -7.1919 -0.6 0.9 -0.5
C -1.0109 4.0885 -8.0660 -0.4 -0.5 -1.2
N -2.3657 7.7749 -6.2630 0.0 0.4 0.4
H -5.1359 6.6221 -7.8796 -0.4 0.1 0.2
H -4.2424 8.0041 -8.3864 0.1 0.4 0.1
H -5.0113 8.0432 -6.7615 -0.2 0.0 -0.2
H -3.5950 6.1614 -6.0550 0.2 -0.3 0.0
H -1.9296 6.5652 -8.5805 -0.1 -0.2 -0.4
H -3.2912 5.3217 -8.3861 0.3 -0.1 -0.6
H -1.7987 3.5150 -8.5545 -0.3 -0.3 -0.2
H -0.3438 3.3320 -7.6528 -0.1 0.5 0.9
H -0.4604 4.5439 -8.8892 0.2 0.4 0.0
H -2.1286 8.5227 -6.8992 0.2 -0.1 -0.6
H -2.9353 8.2734 -5.5943 0.1 0.0 0.6
```
Forces are in eV/Å.

- HOMO energy: -8.95 eV
- Energy relative to the best compared isomer or geometry (same formula, charge and spin): 3.6172 eV
- Charge: 0
- Gap between HOMO and LUMO: 9.06 eV
- Max |F|: 2.9 eV Å⁻¹

Atomic partial charges in e from the Löwdin method, atoms 1 to 6: atom 1 (O): -0.0511, atom 2 (H): 0.0262, atom 3 (H): 0.0314, atom 4 (O): -0.0551, atom 5 (H): 0.0195, atom 6 (H): 0.0048

***

Taking the records one at a time from the top gives calculated total energy values of -1249.687104, -2574.571294 a.u..